Entry a
This record from the Open Molecules 2025 dataset describes C4H6FNOS in the gas phase. The level of theory is ωB97M-V with the def2-TZVPD basis set.

Structure (XYZ):
```
14
Properties=species:S:1:pos:R:3:lowdin_charge:R:1
C 0.955 -0.059 0.040 -0.66
C -0.183 -0.762 0.593 -0.12
C -1.490 -0.190 -0.036 -0.33
C -1.138 1.225 -0.136 -0.43
H 3.786 -0.985 -0.615 0.20
H -0.206 -1.790 0.258 0.13
H -0.264 -0.657 1.636 0.12
H -2.265 -0.259 0.678 0.13
H -1.778 1.682 -0.818 0.07
H -1.487 1.683 0.798 0.10
N 2.057 -0.598 0.014 -0.05
O 3.137 -0.088 -0.766 -0.12
F -1.752 -0.825 -1.294 -0.02
S 0.628 1.623 -0.352 0.99
```

Results
* HOMO level: -8.81 eV
* structure (SMILES): O/N=C1/C[C@H](F)CS1
* HOMO-LUMO gap: 9.47 eV
* lowest unoccupied orbital energy: 0.65 eV

Entry b
This record from the Open Molecules 2025 dataset describes C4H6FNOS in the gas phase. The level of theory is ωB97M-V with the def2-TZVPD basis set.

Structure (XYZ):
```
14
Properties=species:S:1:pos:R:3:lowdin_charge:R:1
C 0.016 0.156 -0.149 -0.52
C -1.095 -0.038 0.881 0.01
C -1.399 -0.065 -0.603 -0.27
C 0.976 -0.986 -0.058 -0.72
H -0.121 2.053 -0.762 0.13
H 0.688 1.941 0.601 0.09
H -1.156 -0.782 1.579 0.09
H -1.239 0.899 1.467 0.12
H -1.997 0.683 -1.286 0.19
H 3.347 -1.643 -0.385 -0.07
N 0.611 1.421 -0.273 0.02
O 0.518 -1.997 0.351 0.06
F -1.794 -1.254 -0.956 0.07
S 2.645 -0.388 -0.409 0.80
```

Results
* HOMO level: -9.45 eV
* structure (SMILES): N[C@@]1(C(=O)S)C[C@@H]1F
* HOMO-LUMO gap: 10.23 eV
* lowest unoccupied orbital energy: 0.78 eV

Entry c
This record from the Open Molecules 2025 dataset describes C4H6FNOS in the gas phase. The level of theory is ωB97M-V with the def2-TZVPD basis set.

Structure (XYZ):
```
14
Properties=species:S:1:pos:R:3:lowdin_charge:R:1
C -2.109 -0.065 0.685 -0.39
C 0.131 -0.428 -0.617 -0.46
C 0.711 -1.557 -0.244 -0.14
C 0.611 0.967 -0.367 -0.58
H -3.096 0.323 0.690 0.02
H -2.148 -0.965 1.359 0.06
H -1.480 0.710 1.131 0.04
H 0.301 -2.545 -0.239 0.12
H 2.665 0.541 -0.674 0.10
H 2.252 2.103 -0.099 0.11
N 1.944 1.192 -0.403 0.18
O -0.197 1.857 -0.260 0.03
F 2.025 -1.614 0.022 0.02
S -1.609 -0.519 -0.984 0.89
```

Results
* HOMO level: -8.84 eV
* structure (SMILES): CS/C(=C/F)C(N)=O
* HOMO-LUMO gap: 9.51 eV
* lowest unoccupied orbital energy: 0.67 eV

The structure with the least stability is entry a.